The following is a quantum chemistry calculation of the molecule C3H8N2OS in a non-equilibrium geometry, from the Open Molecules 2025 dataset.

Atoms and positions in Å:
1 N 1.36458 1.54703 -0.78973
2 C 0.47142 1.04421 0.09945
3 O -0.10714 1.78368 0.87290
4 C 0.07801 -0.45047 -0.00386
5 N 1.22261 -1.13956 0.61295
6 C -1.32204 -0.68328 0.55729
7 S -2.75622 0.02708 -0.46616
8 H 1.86558 0.95598 -1.42964
9 H 1.57985 2.52566 -0.83593
10 H 0.18576 -0.82198 -1.06411
11 H 1.08985 -2.12906 0.46311
12 H 1.38331 -0.76788 1.53915
13 H -1.32579 -0.08594 1.47539
14 H -1.56982 -1.72775 0.60204
15 H -2.15994 -0.07773 -1.63285

Its total charge is 0. As for the SMILES: NC(=O)[C@@H](N)CS. The lowest unoccupied orbital energy is 0.77 eV. For the energy above the lowest of the compared OMol25 structures with the same formula, charge and spin, the calculation gives 78.9 kJ/mol.